[1]
{
  "formula": "C14H34F3I2N7O15P",
  "method": "ωB97M-V/def2-TZVPD",
  "species": ["I", "I", "P", "F", "F", "F", "O", "O", "O", "O", "O", "O", "O", "O", "O", "O", "O", "O", "O", "O", "O", "N", "N", "N", "N", "N", "N", "N", "C", "C", "C", "C", "C", "C", "C", "C", "C", "C", "C", "C", "C", "C", "H", "H", "H", "H", "H", "H", "H", "H", "H", "H", "H", "H", "H", "H", "H", "H", "H", "H", "H", "H", "H", "H", "H", "H", "H", "H", "H", "H", "H", "H", "H", "H", "H", "H"],
  "xyz": [[-0.414294, 3.906376, 1.501524], [-0.961371, 0.386509, 1.533162], [-2.732019, 0.521661, -1.494197], [1.781784, -1.414360, -6.223444], [0.181641, 0.409416, -5.866132], [2.551912, 0.957391, -6.050011], [1.650238, 0.128645, 4.729913], [-1.682743, 6.279795, -5.485779], [1.157502, -1.625581, 3.491738], [2.575672, -4.657623, 5.643977], [3.845635, -3.069486, -0.470953], [1.409400, -5.428272, 7.346646], [-4.438350, 3.407085, -3.088415], [-1.398410, 4.817630, -3.862694], [0.480720, -1.220417, -3.671333], [5.119597, -2.171676, 5.819537], [3.561301, -1.607320, -2.094037], [-5.181906, 5.447558, -3.458234], [-4.634413, -0.083678, 2.724143], [5.997193, -3.448364, 4.253311], [-5.512009, 1.193009, 4.290370], [1.951536, -0.852570, 4.040404], [3.867087, -2.723239, -1.657814], [1.517018, -4.956796, 6.208614], [-1.376957, 5.163877, -5.049555], [5.975916, -2.950778, 5.385135], [-5.327356, 4.265822, -3.124571], [-4.655691, 0.413908, 3.855966], [1.588311, -0.073241, -5.602384], [-0.264912, -0.808919, -2.472630], [-1.227777, 0.535579, -2.723791], [-0.944303, 4.148798, -6.047508], [-1.811844, 1.538834, -0.177718], [7.083782, -3.326648, 6.304284], [0.261023, -4.726855, 5.445014], [-3.547824, 0.038038, 4.775116], [-2.100811, 3.950583, -1.371245], [-6.694864, 3.832946, -2.729573], [4.299741, -3.738318, -2.655766], [1.625794, -0.334876, -3.948853], [3.400325, -1.132669, 3.850572], [-1.558085, 2.999763, -0.148608], [-1.802198, 3.577598, -2.450189], [5.182522, -3.345302, -3.164143], [3.979346, -0.377075, 4.385826], [0.314058, -5.327553, 4.534760], [-7.372031, 4.686141, -2.808237], [3.473183, -3.887758, -3.353374], [-0.533936, 1.454033, -2.493730], [6.938122, -2.818062, 7.259695], [-3.420246, -0.315814, -2.454010], [2.633435, -0.869389, -3.614101], [-3.302061, 3.868541, -1.329377], [-2.273751, -0.683843, -0.837945], [-3.360882, 1.643602, -2.125148], [3.606768, -1.089364, 2.779256], [-0.061521, 4.541814, -6.555885], [8.019724, -3.011634, 5.838462], [3.599126, -2.127798, 4.253537], [-0.707075, 3.219168, -5.525785], [-6.998026, 3.035885, -3.411463], [-1.770860, 3.999357, -6.745115], [7.050141, -4.410128, 6.435145], [-6.642698, 3.475720, -1.699097], [-3.581464, -1.045442, 4.905977], [-0.908130, -1.758670, -2.147854], [-3.693485, 0.546623, 5.730527], [-3.935265, 0.418901, -0.659083], [-0.587650, -5.033101, 6.060360], [-1.863687, 5.074411, -1.162228], [4.536969, -4.667948, -2.134044], [0.489042, -0.634072, -1.568363], [1.587691, 0.680735, -3.350628], [-1.606202, 0.496775, -3.842115], [0.205735, -3.660941, 5.214892], [-2.611882, 0.353052, 4.309293]],
  "atomic_forces_ev_per_a": [[-0.77, -0.04, -1.22], [-0.60, 0.33, -1.12], [-1.33, -1.69, -0.98], [-0.42, 4.63, 0.90], [4.70, -1.37, -0.28], [-3.03, -3.51, 0.67], [0.09, -1.46, -0.92], [0.38, -1.39, 0.67], [0.86, 1.07, 0.98], [-1.38, -0.49, 1.01], [-0.01, 0.73, -1.74], [0.45, 0.63, -1.49], [-1.76, 1.58, -0.54], [0.20, 1.18, -2.37], [1.65, 1.67, 0.34], [1.44, -1.24, -0.50], [0.73, -1.68, 1.10], [-0.01, -1.39, 0.36], [-0.24, 0.87, 1.96], [-0.17, 0.84, 1.64], [0.86, -0.87, -0.63], [-0.83, 0.40, 0.08], [-0.34, 0.60, 1.02], [0.82, -0.15, 0.51], [-0.32, 0.56, 0.93], [-0.82, 0.24, -0.61], [1.17, 0.03, -0.35], [-0.62, -0.02, -1.12], [-1.48, -0.27, 1.95], [-1.00, 0.39, 1.24], [2.41, -0.86, -0.51], [0.09, -0.38, 0.03], [2.01, 6.11, 1.92], [0.12, 0.04, 0.32], [-0.35, 0.01, 0.02], [0.13, 0.09, 0.30], [-1.39, -0.40, 1.14], [-0.28, 0.11, 0.10], [0.07, -0.31, -0.04], [0.32, -0.18, -0.18], [0.07, 0.08, -0.16], [-1.19, -4.15, -1.44], [-0.45, 0.62, 2.94], [-0.26, 0.02, 0.02], [-0.32, -0.20, -0.09], [0.09, 0.26, 0.10], [0.29, -0.14, -0.02], [0.16, 0.17, 0.06], [-1.27, -1.42, -0.79], [-0.08, -0.09, -0.31], [-0.26, -0.36, -0.47], [-2.28, 1.22, -1.38], [2.93, 0.17, 0.02], [0.48, -0.08, 0.13], [0.74, 0.50, 0.10], [-0.15, -0.13, 0.12], [-0.25, 0.02, 0.03], [-0.19, -0.17, 0.00], [-0.21, 0.31, -0.32], [-0.10, 0.25, -0.03], [0.16, 0.04, 0.23], [0.19, 0.14, 0.09], [0.05, 0.19, -0.16], [0.06, -0.10, -0.24], [0.08, 0.19, -0.18], [1.24, 2.12, -0.96], [-0.09, -0.07, -0.30], [0.04, 0.26, 0.51], [0.33, 0.04, -0.06], [-0.08, -2.19, -0.57], [-0.10, 0.32, -0.02], [-1.50, -0.23, -1.85], [-0.26, -1.86, -1.53], [0.79, 0.23, 2.21], [0.12, -0.19, -0.15], [-0.13, -0.18, -0.09]],
  "mulliken_charge": [-0.10, -0.04, 0.29, -0.25, -0.25, -0.26, -0.52, -0.56, -0.47, -0.49, -0.48, -0.53, -0.36, -0.50, -0.36, -0.50, -0.56, -0.54, -0.45, -0.48, -0.55, 0.87, 0.83, 0.83, 0.82, 0.85, 0.71, 0.84, 0.74, -0.43, -0.48, -0.63, -0.38, -0.77, -0.61, -0.62, -0.45, -0.77, -0.78, -0.31, -0.60, -0.08, 0.26, 0.28, 0.28, 0.26, 0.30, 0.30, 0.13, 0.32, 0.19, 0.21, 0.03, -0.05, -0.40, 0.30, 0.28, 0.28, 0.19, 0.17, 0.28, 0.29, 0.28, 0.30, 0.25, 0.26, 0.30, 0.03, 0.30, 0.33, 0.32, 0.18, 0.33, 0.16, 0.22, 0.19],
  "mol_weight_g_mol": 882.2,
  "total_charge": -1,
  "gap_ev": 4.77,
  "lumo_ev": 1.110,
  "total_energy_ev": -89827.6011,
  "spin_multiplicity": 1,
  "homo_ha": -0.135
}

***

[2]
{
  "formula": "C14H34IN12O6",
  "method": "ωB97M-V/def2-TZVPD",
  "species": ["I", "O", "O", "O", "O", "O", "O", "N", "N", "N", "N", "N", "N", "N", "N", "N", "N", "N", "N", "C", "C", "C", "C", "C", "C", "C", "C", "C", "C", "C", "C", "C", "C", "H", "H", "H", "H", "H", "H", "H", "H", "H", "H", "H", "H", "H", "H", "H", "H", "H", "H", "H", "H", "H", "H", "H", "H", "H", "H", "H", "H", "H", "H", "H", "H", "H", "H"],
  "xyz": [[0.909165, -3.085505, -5.065083], [-2.060079, -7.026066, -0.627390], [1.114906, -0.233969, 3.495448], [2.705352, 2.584667, -2.198035], [4.789024, -1.250242, -0.321474], [-0.769635, -2.465929, -2.767752], [-4.004831, 3.123384, 3.826176], [5.996240, -2.690769, -1.587182], [-1.153784, 0.166512, -2.848230], [-2.425318, -5.001856, -1.586966], [-5.356971, 4.906619, 4.181952], [-6.203918, 2.958320, 3.283238], [-0.337310, -1.429777, 4.762263], [-1.528783, 1.086341, -0.730594], [-0.455775, -6.141795, -1.967288], [0.553059, 0.684083, -1.281083], [0.948914, -2.469611, 3.153257], [-0.731031, 1.423315, 0.324206], [4.047247, -1.757824, -2.406070], [2.338373, 3.687954, -2.989203], [-5.115793, 3.631188, 3.766756], [0.495823, 1.191320, -0.043363], [1.660887, 1.443230, 0.800481], [-0.234144, -0.372024, -3.817897], [0.606358, -1.310663, 3.784838], [-0.199208, -1.903686, -3.669871], [2.940037, 1.644092, -0.005597], [2.959644, 2.916356, -0.841286], [-1.256508, 1.934131, 1.595181], [-0.684799, 0.625707, -1.674734], [4.935895, -1.860145, -1.366660], [-1.673887, -6.123532, -1.343223], [-2.531523, 1.195359, 1.976987], [1.493402, 2.332875, 1.396229], [-6.258741, 5.341971, 4.146294], [1.649512, -2.414596, 2.437150], [-2.508190, 0.175191, 1.605595], [3.743250, 1.701772, 0.716570], [-2.525919, 1.164085, -0.786196], [-3.325853, -4.953422, -1.150577], [4.149880, -2.246797, -3.274493], [0.128314, -6.941875, -1.814640], [3.260318, -1.149953, -2.277649], [1.766583, 0.601447, 1.481637], [6.665388, -2.785298, -0.846512], [-1.386484, 3.006165, 1.562970], [3.116679, 0.796784, -0.650252], [-0.526977, -0.080503, -4.819368], [0.752258, 0.034432, -3.633191], [-4.580262, 5.425201, 4.546794], [-2.128121, 0.159616, -3.074035], [-3.384197, 1.672867, 1.505591], [-0.762959, -2.299746, 5.019717], [-7.122986, 3.354173, 3.230477], [-2.119201, -4.246642, -2.170693], [-0.503920, 1.672054, 2.327015], [0.550262, -3.361932, 3.375570], [-6.063703, 2.014057, 2.980134], [6.137364, -3.199359, -2.438522], [3.179319, 4.107622, -3.538477], [-0.132980, -5.400767, -2.557825], [-2.683956, 1.165594, 3.041338], [3.970034, 3.327854, -0.792443], [2.279978, 3.688924, -0.476281], [1.892602, 4.497956, -2.414158], [-0.602141, -0.594854, 5.250442], [1.603820, 3.355915, -3.720015]],
  "atomic_forces_ev_per_a": [[-0.04, 0.40, 0.01], [0.01, 0.00, 0.04], [-0.18, 0.12, -0.18], [-0.61, 0.15, 0.22], [-0.14, 0.02, -0.01], [0.67, 0.73, -1.23], [-0.03, -0.01, -0.11], [-0.04, 0.01, 0.04], [0.89, 0.31, -0.51], [-0.04, 0.04, 0.02], [0.08, -0.01, -0.05], [0.11, 0.01, -0.09], [-0.05, 0.12, -0.10], [0.31, -0.20, -0.49], [0.03, -0.03, 0.04], [0.81, -0.33, -0.16], [-0.05, 0.14, -0.10], [-1.33, 0.76, 0.64], [-0.07, -0.03, 0.04], [-0.03, 0.07, -0.36], [-0.12, 0.10, 0.12], [0.91, -0.22, -0.41], [0.66, 0.12, -0.06], [-0.29, -0.50, 0.13], [0.03, -0.24, 0.10], [-0.63, -0.80, 1.30], [-0.32, 0.41, 0.21], [0.95, -0.42, -0.37], [-0.07, -0.87, 0.52], [-1.79, -0.16, -0.37], [0.09, -0.04, -0.07], [-0.03, 0.09, -0.04], [-0.13, -0.03, -0.85], [-0.17, 0.09, 0.32], [-0.02, -0.02, 0.01], [0.07, -0.03, 0.04], [0.22, -0.28, 0.09], [0.26, -0.19, 0.10], [-0.20, 0.16, 0.51], [-0.02, -0.07, 0.00], [0.03, 0.00, -0.01], [-0.02, -0.03, 0.00], [0.02, 0.05, 0.01], [0.00, -0.09, 0.28], [0.01, 0.01, 0.01], [-0.02, 0.27, -0.13], [0.25, -0.22, -0.09], [-0.03, -0.13, -0.25], [0.33, -0.02, 0.02], [0.00, 0.00, 0.03], [-0.23, 0.02, 0.22], [-0.32, 0.13, 0.19], [0.04, -0.03, 0.01], [-0.01, 0.02, 0.04], [0.09, -0.01, 0.02], [0.34, 0.14, 0.09], [0.01, -0.01, 0.04], [-0.03, -0.04, 0.06], [-0.01, 0.01, -0.02], [0.26, 0.01, 0.01], [0.01, 0.07, -0.04], [-0.07, 0.27, 0.27], [0.07, 0.26, 0.10], [-0.28, 0.01, 0.02], [-0.11, 0.04, 0.22], [0.04, 0.00, 0.06], [-0.07, -0.08, -0.11]],
  "mulliken_charge": [0.06, -0.64, -0.65, -0.24, -0.60, -0.46, -0.61, -0.41, -0.20, -0.30, -0.42, -0.37, -0.43, -0.41, -0.31, -0.10, -0.38, 0.51, -0.22, -0.79, 0.65, 0.11, -0.70, -0.64, 0.71, 0.25, -0.68, -0.76, -0.05, 0.55, 0.62, 0.55, -1.58, 0.51, 0.16, 0.22, 0.55, 0.60, 0.19, 0.18, 0.15, 0.19, 0.12, 0.28, 0.24, 0.19, -0.02, 0.50, 0.29, 0.22, 0.20, 0.34, 0.16, 0.17, 0.22, 0.27, 0.17, 0.21, 0.14, 0.29, 0.15, 0.42, 0.45, 0.40, 0.36, 0.22, 0.20],
  "mol_weight_g_mol": 593.4,
  "total_charge": 1,
  "gap_ev": 9.05,
  "lumo_ev": -2.478,
  "total_energy_ev": -53334.2999,
  "spin_multiplicity": 1,
  "homo_ha": -0.424
}